54
Properties=species:S:1:pos:R:3 method="wB97M-V/def2-TZVPD" homo_energy_ev=-9.10 lumo_energy_ev=0.7 max_force_ha_per_bohr=0.012 total_charge=0
C -2.922 -2.959 -0.455
C -1.590 -2.582 -1.093
C -0.512 -2.326 -0.044
C 0.850 -2.036 -0.671
C 1.926 -1.790 0.384
C 3.301 -1.560 -0.240
C 4.414 -1.399 0.796
C 4.358 -0.061 1.545
C 4.627 1.088 0.624
C 3.800 2.061 0.272
C 2.375 2.248 0.690
C 1.439 2.100 -0.514
C -0.030 2.216 -0.118
C -0.951 2.053 -1.325
C -2.429 2.266 -0.995
C -2.997 1.179 -0.087
C -4.500 1.343 0.116
C -5.063 0.290 1.033
O -4.437 -0.569 1.592
O -6.391 0.412 1.171
H -2.825 -3.893 0.095
H -3.689 -3.089 -1.216
H -3.249 -2.191 0.242
H -1.716 -1.687 -1.708
H -1.264 -3.389 -1.756
H -0.814 -1.484 0.582
H -0.429 -3.203 0.603
H 0.772 -1.161 -1.321
H 1.145 -2.883 -1.297
H 1.640 -0.925 0.983
H 1.975 -2.654 1.052
H 3.540 -2.415 -0.878
H 3.274 -0.671 -0.874
H 5.380 -1.474 0.290
H 4.354 -2.216 1.519
H 3.394 0.043 2.039
H 5.129 -0.070 2.320
H 5.626 1.086 0.205
H 4.155 2.816 -0.420
H 2.093 1.526 1.455
H 2.253 3.249 1.113
H 1.609 1.126 -0.977
H 1.680 2.865 -1.256
H -0.206 3.191 0.344
H -0.258 1.449 0.624
H -0.657 2.776 -2.090
H -0.818 1.055 -1.747
H -2.996 2.276 -1.929
H -2.556 3.242 -0.522
H -2.510 1.207 0.888
H -2.803 0.199 -0.525
H -5.035 1.280 -0.834
H -4.730 2.319 0.550
H -6.734 -0.274 1.764

***

66
Properties=species:S:1:pos:R:3 method="wB97M-V/def2-TZVPD" homo_energy_ev="-11.27 / -11.44" lumo_energy_ev="-4.2 / -4.4" max_force_ha_per_bohr=0.025 total_charge=+1 multiplicity=2
Re -0.058 -1.020 -0.383
C 1.078 -0.401 -4.537
C 0.466 -0.922 -3.276
N 0.959 -0.617 -2.097
N 2.235 -0.024 -2.133
C 2.806 -0.060 -0.994
S 2.001 -0.660 0.457
S 4.501 0.394 -0.941
C 4.605 1.246 0.659
C 3.577 2.316 0.917
C 3.099 3.152 -0.085
C 2.188 4.156 0.214
C 1.763 4.353 1.522
C 2.251 3.533 2.530
C 3.136 2.508 2.223
C -0.640 -1.855 -3.380
C -1.402 -1.925 -4.561
C -2.361 -2.895 -4.725
C -2.542 -3.862 -3.729
C -1.793 -3.835 -2.574
C -0.876 -2.809 -2.378
O -0.214 -2.736 -1.195
H 2.031 0.079 -4.361
H 0.390 0.337 -4.959
H 1.186 -1.204 -5.263
H 5.609 1.673 0.603
H 4.606 0.525 1.475
H 3.437 3.017 -1.105
H 1.824 4.801 -0.574
H 1.071 5.151 1.755
H 1.954 3.700 3.558
H 3.525 1.876 3.014
H -1.247 -1.191 -5.338
H -2.965 -2.918 -5.619
H -3.278 -4.643 -3.866
H -1.911 -4.581 -1.800
C -2.993 -1.535 1.006
O -1.628 -1.988 0.890
C -1.238 -2.877 1.953
C -0.725 -2.150 3.174
O 0.418 -1.364 2.860
C 1.490 -1.519 3.786
H -3.625 -2.407 1.169
H -3.271 -1.066 0.072
H -3.097 -0.836 1.837
H -0.480 -3.540 1.533
H -2.110 -3.473 2.231
H -0.473 -2.919 3.911
H -1.500 -1.512 3.615
H 1.170 -1.279 4.803
H 2.277 -0.831 3.482
H 1.880 -2.539 3.758
O -3.748 3.602 0.067
C -3.097 3.401 1.208
O -3.318 4.025 2.208
C -2.038 2.349 1.210
C -1.187 2.111 2.285
N -0.380 1.101 1.951
N -0.641 0.673 0.710
C -1.653 1.408 0.264
C -2.158 0.949 -1.050
O -2.974 1.568 -1.695
O -1.630 -0.207 -1.383
H -3.501 2.952 -0.628
H -1.138 2.604 3.240
H 0.352 0.641 2.480